{
  "formula": "C34H37Cl2HfN6S2",
  "method": "wB97M-V/def2-TZVPD",
  "elements": ["Hf", "C", "C", "C", "N", "C", "C", "C", "C", "C", "C", "C", "N", "C", "C", "C", "N", "C", "C", "C", "C", "C", "C", "C", "N", "C", "C", "H", "H", "H", "H", "H", "H", "H", "H", "H", "H", "H", "H", "H", "H", "H", "H", "H", "H", "H", "H", "H", "H", "H", "H", "H", "H", "Cl", "C", "C", "C", "C", "C", "Cl", "C", "S", "H", "H", "H", "C", "C", "C", "C", "N", "C", "S", "N", "C", "H", "H", "H", "H", "H", "H", "H", "H"],
  "xyz": [[-0.30701, -0.38571, 0.27548], [-4.10979, -1.11165, -0.07420], [-3.44517, -1.91424, -1.23141], [-2.40817, -1.19185, -2.10355], [-1.02086, -1.18263, -1.60470], [-0.08255, -1.92874, -2.25673], [-0.41780, -3.05846, -2.99090], [0.33512, -3.89026, -3.82648], [1.61500, -3.73180, -4.28748], [2.47035, -2.67392, -3.96035], [2.32962, -1.70310, -3.00550], [1.31234, -1.48546, -2.03438], [1.48560, -0.72049, -0.97935], [2.75837, -0.13576, -0.56475], [2.80474, 1.38456, -0.74603], [1.45452, 2.06505, -0.50130], [0.61769, 1.48107, 0.54679], [0.40578, 2.06271, 1.74737], [1.27106, 3.04453, 2.23315], [1.25436, 3.79179, 3.40285], [0.33077, 3.81292, 4.42770], [-0.83548, 3.06416, 4.49614], [-1.33623, 2.12289, 3.62078], [-0.83002, 1.60320, 2.41830], [-1.47797, 0.66239, 1.73427], [-2.91515, 0.42374, 1.79288], [-3.42782, 0.20393, 0.34774], [-4.23449, -1.77096, 0.78701], [-5.12513, -0.87023, -0.38971], [-4.24348, -2.25095, -1.89572], [-2.98174, -2.82258, -0.84362], [-2.70817, -0.15047, -2.25448], [-2.41716, -1.63416, -3.10037], [-1.44886, -3.37114, -2.88044], [-0.20403, -4.75433, -4.19859], [1.98483, -4.45766, -4.99962], [3.39601, -2.62852, -4.52325], [3.15619, -1.00824, -2.93438], [3.61084, -0.62077, -1.03948], [2.84713, -0.35147, 0.50085], [3.11918, 1.65236, -1.75786], [3.56991, 1.77204, -0.06914], [0.86946, 1.98227, -1.42221], [1.57837, 3.13738, -0.33964], [2.12285, 3.24133, 1.59510], [2.09970, 4.46062, 3.51924], [0.52955, 4.48313, 5.25361], [-1.44630, 3.23086, 5.37638], [-2.27130, 1.67119, 3.92869], [-3.40400, 1.31179, 2.20030], [-3.16809, -0.42165, 2.44272], [-2.60998, 0.41853, -0.35223], [-4.08602, 1.04430, 0.12528], [-1.78344, -2.64078, 1.48736], [-0.45128, -3.58303, 0.84830], [-0.75145, -4.73865, 0.15325], [0.29810, -5.47141, -0.37561], [1.60155, -5.02620, -0.21590], [1.86260, -3.86114, 0.48764], [3.50698, -3.35368, 0.64317], [0.83907, -3.09867, 1.07243], [1.11268, -1.64149, 2.01875], [-1.77852, -5.05279, 0.03282], [0.10292, -6.38561, -0.91865], [2.42969, -5.58089, -0.63399], [-5.24551, 6.77863, -2.05813], [-4.95593, 5.64526, -1.13444], [-5.77064, 5.21675, -0.13231], [-5.33478, 4.12159, 0.65262], [-4.18138, 3.51804, 0.46707], [-3.34797, 3.95006, -0.51438], [-1.86251, 3.27135, -0.83149], [-3.77983, 4.99589, -1.30178], [-6.21731, 3.60396, 1.74366], [-6.23421, 7.18599, -1.86674], [-5.19783, 6.44846, -3.09681], [-4.50948, 7.57257, -1.92148], [-6.72005, 5.69558, 0.05159], [-3.13716, 5.28036, -2.02964], [-6.62684, 4.42292, 2.33447], [-5.65850, 2.92806, 2.38556], [-7.06047, 3.06273, 1.30930]],
  "forces_ev_per_angstrom": [[0.2, -0.8, 0.6], [-0.1, 0.0, 0.0], [0.0, 0.0, 0.0], [-0.1, 0.0, 0.0], [0.1, 0.2, 0.3], [0.0, -0.1, -0.1], [-0.1, 0.1, 0.0], [0.0, 0.0, 0.0], [0.0, 0.0, 0.0], [0.0, 0.0, 0.0], [0.1, -0.1, 0.2], [0.0, 0.2, -0.3], [-0.3, 0.3, 0.0], [0.0, -0.1, 0.1], [0.0, 0.0, 0.0], [-0.1, 0.1, -0.1], [0.0, -0.2, 0.0], [0.0, 0.3, -0.1], [0.0, -0.1, 0.0], [0.0, 0.0, 0.0], [0.0, 0.0, 0.0], [0.0, 0.0, 0.0], [-0.1, 0.0, -0.1], [0.0, 0.2, 0.1], [0.2, 0.0, -0.3], [0.0, 0.1, 0.1], [0.0, 0.0, -0.2], [0.0, 0.0, 0.0], [0.0, 0.0, 0.0], [0.0, 0.0, 0.0], [0.0, 0.0, 0.0], [0.0, 0.0, 0.0], [0.0, 0.0, 0.0], [0.0, 0.0, 0.0], [0.0, 0.0, 0.0], [0.0, 0.0, 0.0], [0.0, 0.0, 0.0], [0.0, 0.0, 0.0], [0.0, 0.1, 0.0], [0.0, 0.0, 0.0], [0.0, 0.0, 0.0], [0.0, 0.0, 0.0], [0.0, 0.0, 0.0], [0.0, 0.0, 0.0], [0.0, 0.0, 0.0], [0.0, 0.0, 0.0], [0.0, 0.0, 0.0], [0.0, 0.0, 0.0], [0.0, 0.0, 0.0], [0.0, 0.0, 0.0], [0.0, 0.0, 0.0], [0.1, 0.1, 0.1], [0.0, 0.0, 0.0], [0.0, 0.0, 0.0], [-0.2, 0.0, 0.1], [0.1, -0.1, -0.1], [0.0, 0.0, 0.0], [0.0, 0.0, 0.0], [0.0, 0.0, 0.0], [0.0, 0.0, 0.0], [0.0, 0.0, -0.1], [-0.2, 0.2, -0.2], [0.0, 0.0, 0.0], [0.0, 0.0, 0.0], [0.0, 0.0, 0.0], [0.0, 0.0, 0.0], [0.0, 0.0, 0.0], [0.0, 0.0, 0.0], [0.0, 0.1, 0.0], [0.0, 0.0, 0.1], [-0.1, -0.1, -0.1], [0.1, 0.0, 0.0], [0.0, 0.0, 0.1], [0.0, 0.0, 0.0], [0.0, 0.0, 0.0], [0.0, 0.0, 0.0], [0.0, 0.0, 0.0], [0.0, 0.0, 0.0], [0.0, 0.0, 0.0], [0.0, 0.0, 0.0], [0.0, 0.0, 0.0], [0.0, 0.0, 0.0]],
  "lowdin_charge": [1.477, -0.199, -0.190, -0.221, -0.133, -0.228, -0.019, -0.065, -0.081, -0.055, 0.009, -0.217, -0.105, -0.247, -0.144, -0.241, -0.156, -0.223, 0.011, -0.050, -0.074, -0.051, 0.012, -0.228, -0.158, -0.220, -0.210, 0.077, 0.106, 0.111, 0.062, 0.114, 0.109, 0.108, 0.114, 0.107, 0.115, 0.107, 0.102, 0.051, 0.114, 0.113, 0.094, 0.113, 0.106, 0.115, 0.108, 0.114, 0.109, 0.095, 0.100, 0.025, 0.089, 0.789, -0.641, -0.103, -0.069, -0.096, -0.667, 0.726, -0.729, 0.600, 0.113, 0.115, 0.111, -0.001, -0.267, 0.024, -0.299, 0.102, -0.827, 0.665, 0.093, -0.015, 0.089, 0.097, 0.099, 0.124, 0.136, 0.090, 0.075, 0.095],
  "total_charge": 1,
  "orbital_gap_ev": 7.497,
  "total_energy_ev": -92818.809,
  "fmax_ev_per_a": 1.04,
  "spin_multiplicity": 1
}